Computed, not measured: a 2-piece molecular cluster, C6H10Se overall at a distorted geometry, with the ωB97M-V functional and the def2-TZVPD basis.

The geometry in XYZ format:
```
17
Properties=species:S:1:pos:R:3:nbo_charge:R:1
C 1.2763 -1.8093 1.3306 -0.7143
C -0.1132 -1.6442 0.8378 -0.2445
Se -0.3957 -1.9279 -0.9425 0.0267
H 1.5470 -1.1495 2.0988 0.2254
H 2.0506 -2.0101 0.5354 0.2451
H 1.2330 -2.6953 1.9328 0.2432
H -0.9031 -1.2487 1.3042 0.1853
C 0.2011 1.1455 0.8319 -0.3781
C -0.8411 1.5830 0.0930 -0.2104
C -1.1668 1.4146 -1.2974 -0.2394
C -0.3804 0.9754 -2.2628 -0.3485
H 0.8349 0.5256 0.3263 0.1883
H 0.4604 1.4044 1.8290 0.2089
H -1.6291 2.2769 0.4638 0.2009
H -2.2490 1.7299 -1.6263 0.2127
H -0.5713 0.9784 -3.3045 0.2012
H 0.6464 0.4512 -2.1501 0.1976
```

Properties
energy relative to the best compared isomer or geometry (same formula, charge and spin)	54.1	kcal/mol
structure (SMILES)	CC=[Se].C=CC=C
orbital gap (spin up / spin down)	7.88 / 7.88	eV
HOMO energy (spin up / spin down)	-8.10 / -8.10	eV
LUMO level (spin up / spin down)	-0.228 / -0.229	eV
E	-2635.89878	hartree